No. 1
17
Properties=species:S:1:pos:R:3:mulliken_charge:R:1 method="wB97M-V/def2-TZVPD" total_energy_ev=-10909.7005 lumo_ev="0.391 / 0.391" gap_ev="7.980 / 7.981"
O -0.916 0.335 0.765 -0.427
C 1.073 -1.394 0.887 -1.058
H -0.725 -2.109 -0.181 0.373
C 0.898 2.043 -1.151 -0.808
H -2.568 0.257 2.022 0.202
H 1.615 -0.454 1.001 0.298
C 0.411 0.840 -1.126 0.045
H 1.782 2.285 -1.737 0.257
H 0.696 -1.688 1.871 0.287
O -0.610 -0.889 -2.377 -0.524
H -1.255 1.109 2.550 0.194
N -1.763 0.800 1.719 -0.361
H 0.445 2.845 -0.576 0.267
C 0.056 -0.450 -1.241 0.470
H 1.789 -2.155 0.554 0.324
H -0.871 -0.118 -2.897 0.325
C -0.058 -1.256 -0.083 0.135

No. 2
47
Properties=species:S:1:pos:R:3:mulliken_charge:R:1 method="wB97M-V/def2-TZVPD" total_energy_ev=-180201.7980 lumo_ev=0.266 gap_ev=8.452
C -3.645 3.148 -0.146 -0.250
N -1.724 1.141 -0.033 0.262
H -0.796 -1.810 3.751 0.342
O 0.797 0.662 -1.046 -0.438
H -1.711 -2.957 2.735 0.394
H -2.614 3.759 -1.942 0.449
C 3.044 0.544 -0.150 0.117
H 2.349 -1.619 3.184 0.354
O 0.259 -0.816 1.115 0.001
H -0.597 -4.094 0.260 0.436
H 2.330 -3.395 2.987 0.468
H -0.343 -3.538 3.720 0.454
F 2.963 0.484 1.185 -0.288
C -1.185 -0.629 -3.259 -0.047
F 0.791 3.488 -0.422 -0.268
H 0.827 -4.711 1.185 0.481
F 2.980 1.033 -2.849 -0.268
F 0.843 2.124 1.244 -0.166
C 2.222 -2.437 2.479 -1.192
Be -0.280 -0.194 -0.240 0.028
H -0.262 -0.186 -2.887 -0.280
F 2.635 3.191 0.667 -0.295
H 1.045 -3.738 -0.301 0.373
F 2.990 -0.709 -0.610 -0.281
F 1.345 2.430 -2.856 -0.212
O -1.693 -1.613 -2.358 -0.404
H -0.988 -1.118 -4.211 0.383
H -4.395 2.242 1.663 0.407
Br -2.742 -0.029 2.281 -0.062
C -1.730 2.050 -1.023 -0.057
F 3.233 3.006 -1.991 -0.266
C -0.731 -2.704 3.136 -1.344
C 0.423 -3.902 0.575 -1.227
H -0.928 1.949 -1.742 0.572
H 2.964 -2.349 1.689 0.332
C 1.547 2.573 0.203 0.248
C 1.875 1.397 -0.766 1.625
F 4.251 1.039 -0.444 -0.292
C -2.679 1.236 0.881 0.220
C -1.239 -1.523 -1.065 0.627
H -1.929 0.155 -3.419 0.178
As 0.478 -2.364 1.702 0.728
C 2.379 1.988 -2.131 0.394
O -1.646 -2.414 -0.328 -0.707
C -3.655 2.220 0.877 -0.689
H -4.392 3.932 -0.176 0.394
C -2.666 3.058 -1.121 -1.235

No. 3
183
Properties=species:S:1:pos:R:3:mulliken_charge:R:1 method="wB97M-V/def2-TZVPD" total_charge=-1 total_energy_ev=-137353.5502 lumo_ev=1.413 gap_ev=5.582
H -4.211 0.353 -1.240 -0.126
Cs 1.472 0.922 0.208 1.237
H -1.535 -2.205 2.425 0.214
H 2.823 -4.948 -1.783 -0.013
O 5.192 0.020 1.220 -0.832
C -1.649 -5.319 -2.291 -0.806
H 3.806 0.744 6.930 0.348
C 1.572 4.899 5.588 -0.957
C 0.413 -5.869 2.335 -0.732
N -0.524 1.509 3.108 0.154
H 5.948 1.561 8.298 0.342
H 0.560 -2.928 3.479 -0.239
C -4.320 4.545 1.942 -0.624
P -0.299 3.555 1.544 1.724
S 4.087 0.521 2.013 1.663
O -1.775 1.385 4.961 -0.579
H 0.470 -0.725 2.182 -2.600
C -0.401 -4.491 -2.599 -0.336
H -2.024 -1.310 3.868 0.283
C -0.801 -1.904 -6.983 0.458
C -5.011 -0.502 2.021 -2.036
H -1.644 -6.230 -2.894 0.512
H 4.572 3.744 1.219 0.262
C 6.327 1.960 5.041 -0.852
C -0.002 -0.866 3.160 3.930
H 0.678 -5.304 3.234 0.178
N 2.283 -0.675 -5.434 -1.412
C 0.062 -4.912 1.180 0.843
H -0.026 1.041 6.016 0.278
C -0.117 4.917 -0.846 -0.194
N 0.872 0.264 -3.956 0.167
H 6.507 1.699 2.910 0.447
H -1.460 0.083 -7.462 0.422
H 4.453 -0.595 -2.462 -0.027
H 5.615 -1.342 -1.390 0.586
C 4.719 -1.537 -1.982 -0.600
H 4.039 -2.524 -0.194 0.316
C -4.055 2.630 -3.111 -1.090
C -2.504 2.846 3.138 -0.598
C -0.164 5.995 -1.719 -0.701
C -0.400 1.344 -2.848 -1.083
H -4.976 2.335 0.125 0.771
N 1.006 -0.858 -5.824 1.108
C 0.181 -0.288 -4.922 -0.432
H -6.779 0.631 -3.366 0.483
H -2.720 5.106 0.631 0.139
H 2.275 3.171 2.759 0.769
C 1.271 -4.595 0.279 0.168
H -0.337 -3.980 1.591 -1.199
H 2.993 0.325 -3.706 0.878
C -0.624 0.559 5.240 -0.978
C -0.334 7.483 0.156 -0.785
C 2.502 -2.773 -1.715 2.249
C 5.559 1.725 6.180 1.139
H 0.013 3.916 -1.233 0.395
H -4.081 2.308 4.471 0.584
C -3.448 -2.372 -6.255 -0.512
C 1.588 -6.767 1.961 -0.822
P 1.045 -2.920 -0.534 0.801
H -1.940 -0.488 2.300 -0.100
H 7.249 2.524 5.129 0.285
H -0.149 -2.353 -2.478 -0.933
H -0.093 5.826 -2.786 0.520
N -4.190 2.141 -6.005 -0.569
C -2.077 3.646 2.058 0.047
C -6.025 1.264 -2.914 -1.113
C 4.992 -2.609 -3.051 -0.712
H 5.225 3.088 7.802 0.269
H -0.302 6.577 2.093 0.326
O -3.361 0.938 1.086 1.082
C 3.602 -1.960 -1.018 -0.442
C -6.038 1.510 -1.552 -0.415
H -3.749 -2.654 -1.814 -0.038
H -0.358 8.128 -1.889 0.383
N -0.529 0.519 -1.776 1.107
C 0.130 0.481 3.889 0.356
N 3.563 1.954 1.678 -0.163
H 6.929 2.777 7.465 0.354
H -4.861 -1.575 1.883 0.365
C -3.998 2.776 -1.737 0.171
C 0.283 5.311 5.279 -0.901
H 3.294 3.816 4.900 0.632
C -1.556 1.897 3.720 0.750
C -4.930 0.052 -0.479 -1.620
H -6.822 1.088 -0.937 0.396
C 2.540 -4.547 1.137 -0.110
C -2.796 -3.047 -2.180 0.573
H 0.551 -1.972 4.968 0.401
C 1.711 3.785 3.457 -0.534
H -2.816 -4.367 -5.826 0.388
C 2.851 -5.917 1.768 -1.065
H -4.584 -0.204 2.977 0.210
H -0.453 -3.936 -6.372 0.358
O 3.180 1.983 -1.153 -0.360
H 2.014 5.167 6.541 0.398
H 3.390 -4.232 0.535 -0.259
H -2.746 3.369 -0.061 -0.943
C 5.942 2.317 7.511 -1.444
H 5.278 2.257 0.494 0.623
H 4.412 -2.396 -3.955 0.155
H 0.855 -0.853 -7.897 0.307
C -1.191 -3.157 -6.518 -0.275
H -2.528 -2.463 -3.067 -0.254
O 2.947 -0.383 2.154 0.005
H -1.682 -1.831 -0.769 -0.435
H -6.084 -0.303 2.010 0.422
C 5.921 1.500 3.799 -1.220
H -3.750 -4.987 -1.970 0.397
H -0.891 -0.275 -5.009 0.448
C 3.066 -4.055 -2.364 -0.612
H 3.079 -0.071 4.702 0.127
C -4.714 3.778 3.028 -0.927
H -0.725 -5.366 0.576 -0.092
C 4.349 2.763 0.789 -0.555
H -4.460 -2.528 -5.905 0.459
H -1.621 -5.633 -1.247 0.044
C -0.339 -3.178 -1.781 0.961
C -2.521 -3.395 -6.199 -0.408
C 3.987 0.508 4.807 0.212
C -1.697 -2.860 -1.135 -0.029
C -2.944 -4.534 -2.552 -0.983
H 1.377 -5.385 -0.470 0.733
H -5.233 -0.983 -0.634 0.736
H 3.563 -6.462 1.144 0.327
H 2.405 -3.781 1.906 0.016
C -0.289 6.404 1.025 -0.282
H -0.972 -0.406 5.606 0.460
H -0.462 -6.473 2.586 0.536
C 4.590 -3.987 -2.530 -0.958
C -1.465 -1.239 2.930 -1.216
H -5.032 5.212 1.468 0.399
H 1.288 -2.415 -7.185 0.445
C -4.325 0.240 0.895 0.664
C -3.016 4.483 1.466 -0.156
C 4.736 0.787 3.675 -0.393
C -3.801 2.924 3.626 -0.257
H 5.085 -4.168 -1.571 0.306
H -0.403 8.490 0.553 0.416
C -1.319 1.193 -0.974 -0.993
C -2.704 3.306 -1.148 0.098
C -0.222 5.102 0.529 -0.275
H -0.287 5.904 5.985 0.408
H -0.414 -4.246 -3.667 -0.193
C 4.398 0.968 6.049 -0.692
C 0.656 -1.536 -7.069 -0.990
H 2.103 -2.126 -2.506 -0.657
H 1.349 -7.307 1.041 0.272
H 1.851 -1.755 3.770 0.202
H -3.258 3.022 -3.729 0.700
H -1.299 5.292 3.853 0.369
C 2.157 -0.009 -4.300 -0.788
H 3.168 -1.071 -0.577 -1.320
C 0.411 4.180 3.144 0.875
O 3.392 4.216 -0.857 -0.865
H 2.617 -4.180 -3.354 0.327
C -3.841 0.079 -6.444 0.345
H -1.894 -3.512 -0.279 0.271
C -5.025 1.830 -3.703 0.603
H 3.328 -5.757 2.738 0.450
H 4.913 -4.772 -3.219 0.528
C -3.061 -1.112 -6.713 0.477
H -5.727 3.845 3.406 0.381
C 2.285 4.143 4.670 -0.722
C -0.291 4.961 4.065 -0.364
N -1.065 2.475 -2.741 -1.299
H -1.644 0.868 0.002 0.081
H 1.763 -7.514 2.739 0.543
C 3.557 3.023 -0.557 -0.230
H 6.046 -2.599 -3.338 0.517
H 0.485 -5.103 -2.423 0.536
H 0.203 1.092 -3.707 0.684
C -4.725 1.428 -5.069 0.334
C 0.786 -1.946 3.900 -0.921
H -3.226 -4.621 -3.606 0.222
C -1.748 -0.912 -7.144 -0.746
H 1.189 0.721 3.989 -0.524
H -5.819 0.683 -0.564 0.780
O -4.611 0.101 -5.328 -0.200
C -0.297 7.280 -1.218 -0.669
H -2.443 4.279 -1.562 0.596
C -5.009 2.230 -0.953 -0.948
N -1.649 2.376 -1.530 1.843
N -3.625 1.274 -6.894 -0.530